1.
The following is a quantum chemistry calculation of C50H57Ge2LiN4PS as an isolated structure, from the OMol25 dataset.

Output
**DFT total energy**: -192095.829 eV
**Highest occupied orbital energy (spin up / spin down)**: -3.91 / -3.74 eV
**HOMO-LUMO gap (spin up / spin down)**: 0.231 / 0.179 Ha

Geometry as ORCA input:
```
! wB97M-V def2-TZVPD RIJCOSX def2/J DEFGRID3
* xyz -1 1
Li -0.479 -0.700 0.293
C 3.925 0.015 3.447
C 2.605 0.433 2.803
Ge 1.746 -0.839 1.480
C 2.214 -2.616 2.344
C 3.543 -3.268 1.968
C 3.270 -0.636 0.174
C 3.437 -0.153 -1.069
Ge 2.028 0.076 -2.424
C 1.646 -1.578 -3.395
C 2.744 -2.159 -4.281
C 2.254 1.608 -3.650
C 3.503 1.866 -4.486
C 4.838 0.153 -1.505
C 5.701 0.828 -0.636
C 7.016 1.092 -0.984
C 7.509 0.693 -2.219
C 6.663 0.039 -3.101
C 5.346 -0.216 -2.749
H 4.296 0.764 4.156
H 4.713 -0.135 2.705
H 3.825 -0.925 3.995
H 2.737 1.388 2.281
H 1.865 0.624 3.584
H 1.397 -3.307 2.117
H 2.166 -2.453 3.427
H 3.610 -3.429 0.888
H 3.688 -4.241 2.451
H 4.394 -2.642 2.242
H 4.228 -0.815 0.674
H 0.757 -1.365 -3.992
H 1.345 -2.307 -2.643
H 3.038 -1.474 -5.080
H 2.395 -3.079 -4.755
H 3.640 -2.418 -3.714
H 2.038 2.478 -3.024
H 1.378 1.501 -4.300
H 4.389 2.008 -3.871
H 3.374 2.767 -5.091
H 3.714 1.045 -5.174
H 5.318 1.163 0.320
H 7.656 1.620 -0.288
H 8.537 0.897 -2.492
H 7.025 -0.274 -4.073
H 4.706 -0.720 -3.460
C -2.849 4.475 3.026
C -3.495 3.752 1.872
C -4.631 4.330 1.306
C -5.291 3.766 0.226
C -4.810 2.591 -0.331
C -3.679 2.013 0.216
C -3.015 2.555 1.319
P -1.594 1.481 1.807
C -0.420 2.517 2.764
C -0.110 2.287 4.101
C 0.846 3.043 4.763
C 1.520 4.042 4.082
C 1.246 4.254 2.740
C 0.296 3.499 2.061
C 0.091 3.738 0.590
C -2.398 0.427 3.086
C -2.931 0.926 4.267
C -3.329 0.089 5.301
C -3.170 -1.289 5.170
C -2.708 -1.816 3.984
C -2.390 -0.980 2.889
C -2.194 -1.579 1.622
H -3.540 5.216 3.429
H -1.944 4.997 2.710
H -2.549 3.811 3.833
H -5.006 5.253 1.734
H -6.170 4.248 -0.183
H -5.288 2.136 -1.188
H -3.277 1.117 -0.240
H -0.601 1.489 4.640
H 1.070 2.835 5.801
H 2.272 4.639 4.583
H 1.790 5.016 2.193
H 0.559 4.675 0.287
H -0.960 3.778 0.303
H 0.543 2.930 0.009
H -3.007 1.998 4.399
H -3.733 0.509 6.214
H -3.429 -1.948 5.989
H -2.632 -2.887 3.852
H -2.392 -1.019 0.716
H -2.184 -2.656 1.525
S 0.017 0.787 -1.593
C -1.139 -0.199 -2.568
N -1.709 0.454 -3.547
N -2.641 -0.292 -4.283
C -3.847 -0.748 -3.799
C -4.226 -0.652 -2.457
C -5.461 -1.122 -2.042
C -6.356 -1.695 -2.935
C -5.985 -1.784 -4.273
C -4.755 -1.322 -4.701
N -1.376 -1.498 -2.279
N -0.693 -1.992 -1.256
C -0.895 -3.368 -1.109
C 0.042 -4.066 -0.341
C -0.102 -5.424 -0.117
C -1.185 -6.114 -0.652
C -2.118 -5.422 -1.418
C -1.983 -4.064 -1.654
H -2.674 0.034 -5.235
H -3.543 -0.218 -1.746
H -5.724 -1.042 -0.993
H -7.313 -2.068 -2.599
H -6.660 -2.230 -4.994
H -4.472 -1.415 -5.743
H 0.884 -3.517 0.063
H 0.638 -5.947 0.476
H -1.300 -7.175 -0.475
H -2.966 -5.949 -1.838
H -2.704 -3.521 -2.249
*
```

=====

2.
The following is a quantum chemistry calculation of C50H60Cl59F4N2O3S2 as an isolated structure in a non-equilibrium geometry, from the OMol25 dataset.

Output
**DFT total energy**: -833282.429 eV
**Highest occupied orbital energy**: -9.83 eV
**HOMO-LUMO gap**: 0.264 Ha

Geometry as ORCA input:
```
! wB97M-V def2-TZVPD RIJCOSX def2/J DEFGRID3
* xyz 1 1
C -6.007 -4.047 -1.532
C -4.715 -3.789 -2.492
C -3.494 -4.684 -1.895
Cl -3.652 -6.339 -2.742
C -2.038 -4.072 -2.159
O -1.314 -5.087 -2.951
C 0.069 -4.730 -3.156
C 0.869 -4.325 -1.775
C 2.326 -4.997 -1.767
Cl 3.016 -5.606 -0.208
C 3.457 -4.012 -2.426
C 4.945 -4.615 -2.331
N 0.014 -4.416 -0.548
O 0.499 -3.837 0.590
C 1.367 -2.734 0.549
C 1.598 -2.224 2.078
C 2.298 -3.423 2.924
O 2.329 -0.989 2.120
C -0.351 -5.794 -0.062
F 0.258 -6.033 1.230
F -1.745 -5.949 0.292
C -0.040 -7.101 -0.895
F 0.640 -8.070 -0.067
F -1.260 -7.778 -1.270
C -1.214 -3.542 -0.894
C -2.058 -2.987 0.346
C -1.846 -1.400 0.662
C -2.304 -0.454 -0.562
S -1.055 0.911 -0.922
C -1.950 2.329 -1.692
S -3.583 2.537 -1.273
N -1.382 3.319 -2.637
C -0.119 3.916 -2.159
C -0.232 4.980 -1.010
C 1.040 5.718 -0.454
C 2.483 5.459 -1.012
C 2.575 4.369 -2.147
C 1.301 3.635 -2.703
C -1.293 2.822 -4.023
C -1.099 1.353 -4.466
C -1.073 1.001 -5.997
C -1.211 2.094 -7.119
C -1.384 3.567 -6.668
C -1.439 3.900 -5.159
H -6.396 -5.117 -1.594
H -6.853 -3.347 -1.864
H -5.757 -3.841 -0.425
H -5.006 -4.247 -3.505
H -4.441 -2.681 -2.569
H -3.759 -4.878 -0.799
H -2.194 -3.200 -2.910
H 0.096 -3.903 -3.944
H 0.556 -5.651 -3.664
H 1.146 -3.234 -2.067
H 2.319 -5.903 -2.491
H 3.375 -2.955 -1.978
H 3.143 -3.893 -3.537
H 5.391 -4.321 -1.315
H 4.836 -5.757 -2.426
H 5.558 -4.147 -3.179
H 2.425 -2.867 0.117
H 0.936 -1.808 -0.004
H 0.583 -2.055 2.589
H 3.289 -3.710 2.420
H 1.585 -4.334 2.939
H 2.429 -3.124 4.027
H 3.297 -1.186 2.018
H 0.565 -7.047 -1.845
H -0.734 -2.562 -1.293
H -3.208 -3.031 0.192
H -1.918 -3.585 1.327
H -2.616 -1.190 1.504
H -0.833 -1.151 1.115
H -2.377 -1.130 -1.490
H -3.341 -0.036 -0.342
H -1.220 5.284 -0.532
H 0.943 6.534 0.388
H 3.428 6.015 -0.626
H 3.618 4.151 -2.585
H 1.426 2.881 -3.548
H -0.976 0.523 -3.699
H -0.945 -0.074 -6.381
H -1.166 1.833 -8.241
H -1.470 4.401 -7.436
H -1.584 4.998 -4.842
C 5.702 7.871 -2.430
Cl 5.012 9.146 -3.445
Cl 4.433 6.758 -1.882
Cl 6.965 6.993 -3.306
H 6.152 8.336 -1.555
C -4.598 -4.146 -7.005
Cl -3.328 -2.913 -6.953
Cl -4.347 -5.351 -5.734
Cl -6.195 -3.400 -6.847
H -4.549 -4.649 -7.969
C -4.154 1.027 3.522
Cl -4.374 -0.700 3.846
Cl -4.084 1.329 1.779
Cl -5.453 1.969 4.265
H -3.209 1.340 3.962
C 3.375 -0.376 5.922
Cl 2.798 0.915 4.858
Cl 2.015 -1.319 6.552
Cl 4.516 -1.424 5.063
H 3.894 0.080 6.764
C -5.749 3.065 -4.530
Cl -6.456 4.360 -5.510
Cl -7.022 2.052 -3.829
Cl -4.649 2.082 -5.502
H -5.183 3.515 -3.718
C 1.316 9.670 0.824
Cl 0.994 9.334 2.530
Cl 2.762 10.677 0.650
Cl 1.493 8.157 -0.085
H 0.467 10.218 0.416
C 2.117 13.680 2.899
Cl 1.744 12.641 4.282
Cl 1.056 13.304 1.534
Cl 1.973 15.385 3.347
H 3.145 13.491 2.596
C -5.702 -9.477 -5.533
Cl -6.861 -8.320 -4.862
Cl -6.066 -9.806 -7.232
Cl -4.048 -8.873 -5.357
H -5.787 -10.409 -4.977
C -4.820 -8.915 -0.125
Cl -5.214 -7.195 0.012
Cl -5.568 -9.831 1.191
Cl -5.336 -9.547 -1.695
H -3.740 -9.026 -0.049
C -5.745 6.134 -1.521
Cl -4.003 5.863 -1.715
Cl -6.702 5.024 -2.519
Cl -6.200 5.967 0.180
H -5.965 7.152 -1.838
C 5.959 -7.547 -5.361
Cl 6.458 -5.951 -5.937
Cl 7.274 -8.328 -4.473
Cl 4.514 -7.417 -4.344
H 5.715 -8.163 -6.224
C 5.417 -0.126 -2.028
Cl 5.113 1.611 -1.940
Cl 4.641 -0.959 -0.673
Cl 4.847 -0.782 -3.570
H 6.491 -0.291 -1.961
C 0.692 15.907 6.938
Cl 1.883 17.214 7.005
Cl 1.034 14.689 8.176
Cl -0.947 16.547 7.131
H 0.760 15.431 5.961
C -5.062 7.234 3.930
Cl -6.063 8.070 2.734
Cl -4.625 5.617 3.356
Cl -3.609 8.177 4.294
H -5.640 7.128 4.846
C 6.653 -3.362 2.087
Cl 6.347 -1.622 2.178
Cl 5.881 -4.201 3.442
Cl 6.084 -4.016 0.537
H 7.729 -3.524 2.152
C 11.039 -3.172 2.369
Cl 10.445 -1.885 1.310
Cl 9.689 -4.128 3.001
Cl 12.185 -4.208 1.508
H 11.557 -2.714 3.210
C 1.846 -0.677 10.869
Cl 2.960 -0.441 9.513
Cl 1.574 0.849 11.724
Cl 0.312 -1.353 10.301
H 2.296 -1.383 11.563
C 1.087 2.797 7.795
Cl 2.800 2.371 7.662
Cl 0.098 1.742 6.777
Cl 0.555 2.706 9.479
H 0.962 3.822 7.449
C -4.229 -1.467 7.662
Cl -2.893 -0.307 7.655
Cl -4.020 -2.649 8.961
Cl -5.779 -0.630 7.826
H -4.226 -1.998 6.712
*
```

=====

3.
The following is a quantum chemistry calculation of a 12-piece molecular cluster, C50H60N12 overall in a non-equilibrium geometry, from the OMol25 dataset.

Output
**DFT total energy**: -70699.463 eV
**⟨S²⟩**: 0.76
**Highest occupied orbital energy (spin up / spin down)**: 0.24 / -4.37 eV
**HOMO-LUMO gap (spin up / spin down)**: 0.062 / 0.231 Ha

Geometry as ORCA input:
```
! wB97M-V def2-TZVPD RIJCOSX def2/J DEFGRID3
* xyz -1 2
N 3.330 4.418 -0.170
C 2.630 3.240 0.010
C 3.526 2.223 0.168
C 4.839 2.771 0.227
C 4.680 4.115 -0.060
H 3.003 5.364 -0.304
H 1.553 3.183 -0.052
H 3.326 1.193 0.423
H 5.758 2.242 0.431
H 5.399 4.921 -0.055
N -0.424 -3.427 -0.685
C -0.507 -4.442 0.214
C -0.818 -5.535 -0.528
C -0.729 -5.244 -1.926
C -0.471 -3.870 -1.976
H -0.154 -2.502 -0.380
H -0.372 -4.228 1.264
H -0.967 -6.500 -0.066
H -0.843 -5.922 -2.759
H -0.417 -3.175 -2.801
N 3.991 -1.130 -2.796
C 5.114 -1.961 -2.783
C 4.653 -3.246 -2.456
C 3.339 -3.250 -2.313
C 2.920 -1.928 -2.427
H 3.894 -0.151 -3.025
H 6.073 -1.547 -3.055
H 5.289 -4.117 -2.401
H 2.611 -4.021 -2.110
H 1.995 -1.370 -2.425
N -0.441 1.463 -4.830
C -0.403 0.198 -4.360
C -0.335 -0.687 -5.405
C -0.282 0.087 -6.637
C -0.521 1.405 -6.220
H -0.494 2.279 -4.236
H -0.334 0.063 -3.291
H -0.077 -1.733 -5.333
H -0.177 -0.246 -7.659
H -0.522 2.330 -6.777
N 4.346 -2.209 0.500
C 4.921 -1.328 1.357
C 4.486 -1.678 2.681
C 3.487 -2.670 2.559
C 3.433 -2.989 1.146
H 4.565 -2.193 -0.486
H 5.626 -0.592 1.001
H 4.839 -1.196 3.580
H 2.975 -3.129 3.393
H 2.889 -3.717 0.563
N -1.317 2.181 1.669
C -2.508 2.616 1.304
C -2.601 3.967 1.631
C -1.395 4.298 2.208
C -0.557 3.222 2.140
H -1.009 1.220 1.617
H -3.173 1.906 0.835
H -3.449 4.634 1.578
H -0.994 5.262 2.484
H 0.456 3.124 2.501
N -1.418 -0.968 0.691
C -1.117 -0.131 -0.286
C 0.260 0.064 -0.345
C 0.774 -0.831 0.627
C -0.289 -1.353 1.384
H -2.344 -1.342 0.846
H -1.931 0.333 -0.822
H 0.857 0.763 -0.913
H 1.815 -0.977 0.876
H -0.351 -2.002 2.245
N -1.722 3.911 -2.202
C -1.199 4.651 -3.266
C 0.103 4.265 -3.558
C 0.354 3.286 -2.606
C -0.796 2.964 -1.864
H -2.548 4.187 -1.690
H -1.824 5.411 -3.710
H 0.760 4.674 -4.311
H 1.313 2.793 -2.539
H -1.048 2.243 -1.101
N -0.951 -2.335 5.383
C 0.289 -2.564 4.835
C 0.251 -3.662 4.050
C -1.082 -4.179 4.117
C -1.837 -3.315 4.952
H -1.212 -1.639 6.067
H 1.067 -1.842 5.040
H 1.034 -4.062 3.422
H -1.362 -5.078 3.588
H -2.806 -3.283 5.428
N -3.992 -3.049 0.873
C -4.285 -1.987 0.065
C -4.521 -0.907 0.865
C -4.345 -1.314 2.220
C -4.017 -2.624 2.181
H -3.867 -4.036 0.700
H -4.428 -2.258 -0.971
H -4.856 0.076 0.567
H -4.423 -0.712 3.114
H -3.846 -3.288 3.015
N -4.173 1.652 -1.751
C -5.175 2.571 -1.463
C -6.410 2.687 -2.204
C -6.527 1.933 -3.350
C -5.447 1.137 -3.784
C -4.346 1.022 -2.953
H -5.057 3.132 -0.548
H -7.244 3.221 -1.774
H -7.381 2.059 -3.998
H -5.466 0.590 -4.715
H -3.608 0.321 -3.313
N 1.083 1.578 5.249
C 1.199 0.888 4.111
C 2.357 0.780 3.341
C 3.400 1.649 3.664
C 3.304 2.421 4.868
C 2.190 2.302 5.656
H 0.287 0.349 3.902
H 2.445 0.094 2.511
H 4.332 1.750 3.127
H 4.033 3.155 5.178
H 2.087 2.839 6.587
*
```